No. 1
# C48H56ClN8

A 5-piece molecular cluster, C48H56ClN8 overall in a non-equilibrium geometry (ωB97M-V/def2-TZVPD, the Open Molecules 2025 dataset).

Each line ends with the Mulliken charge.
Atoms and positions in Å:
C -6.27 -4.36 -4.54  -0.85
N -4.80 -4.43 -4.52  0.12
C -4.19 -5.26 -3.67  -0.47
C -2.90 -5.07 -3.29  -0.77
C -2.22 -3.92 -3.79  0.90
C -2.87 -3.06 -4.62  -0.41
C -4.20 -3.29 -4.95  -0.76
C -0.85 -3.59 -3.25  0.84
C 0.11 -3.07 -4.11  -0.62
C 1.40 -2.82 -3.67  -0.55
N 1.77 -3.13 -2.40  0.09
C 0.94 -3.72 -1.53  -0.36
C -0.39 -3.88 -1.94  -0.66
C 3.19 -2.82 -1.99  -1.01
H -6.46 -3.41 -4.05  0.34
H -6.68 -5.21 -3.99  0.39
H -6.68 -4.43 -5.55  0.32
H -4.74 -6.16 -3.43  0.53
H -2.33 -5.77 -2.70  0.67
H -2.38 -2.14 -4.92  0.49
H -4.71 -2.56 -5.56  0.50
H -0.16 -2.91 -5.15  0.65
H 2.09 -2.35 -4.35  0.49
H 1.38 -3.96 -0.57  0.47
H -0.98 -4.40 -1.21  0.55
H 3.88 -3.52 -2.46  0.41
H 3.24 -3.03 -0.93  0.26
H 3.45 -1.77 -2.16  0.41
C -1.21 1.53 2.78  -0.60
N -0.49 0.83 3.88  0.17
C -1.02 0.68 5.13  -0.39
C -0.24 0.28 6.20  -0.78
C 1.11 -0.05 5.95  1.14
C 1.60 -0.05 4.58  -1.16
C 0.72 0.39 3.58  -0.21
C 2.02 -0.48 6.98  0.69
C 3.40 -0.07 6.95  -0.64
C 4.12 -0.29 8.08  -0.48
N 3.62 -0.88 9.19  0.03
C 2.34 -1.28 9.29  -0.11
C 1.53 -1.16 8.18  -0.80
C 4.44 -1.09 10.44  -0.89
H -1.86 2.25 3.27  0.42
H -1.55 0.73 2.12  0.35
H -0.55 2.09 2.11  -0.09
H -2.04 0.97 5.33  0.46
H -0.54 0.31 7.24  0.63
H 2.62 -0.32 4.35  0.57
H 0.98 0.50 2.54  0.65
H 3.76 0.46 6.08  0.47
H 5.20 -0.36 8.02  0.43
H 1.90 -1.66 10.20  0.40
H 0.49 -1.47 8.17  0.55
H 5.08 -0.23 10.63  0.38
H 5.10 -1.94 10.23  0.39
H 3.85 -1.30 11.33  0.34
C -3.58 5.28 -5.67  -0.84
N -3.73 4.00 -4.96  0.09
C -3.07 3.89 -3.74  -0.24
C -3.17 2.76 -2.98  -0.59
C -3.84 1.63 -3.48  0.36
C -4.41 1.68 -4.76  -0.73
C -4.38 2.92 -5.44  -0.28
C -3.80 0.32 -2.68  0.78
C -2.67 -0.23 -2.09  -0.56
C -2.71 -1.32 -1.20  -0.57
N -3.92 -1.88 -0.92  0.30
C -5.06 -1.30 -1.32  -0.73
C -4.99 -0.33 -2.33  -0.38
C -3.94 -2.96 -0.03  -1.02
H -3.76 5.02 -6.71  0.33
H -2.56 5.66 -5.57  0.40
H -4.35 6.01 -5.41  0.34
H -2.53 4.79 -3.50  0.40
H -2.45 2.81 -2.17  0.39
H -4.84 0.78 -5.17  0.55
H -4.56 3.00 -6.50  0.37
H -1.63 -0.05 -2.34  0.67
H -1.78 -1.72 -0.84  0.47
H -5.99 -1.73 -0.97  0.56
H -5.93 0.09 -2.63  0.67
H -4.11 -3.88 -0.58  0.31
H -4.74 -2.75 0.68  0.47
H -2.99 -3.09 0.48  0.36
C -0.28 5.43 -1.76  -0.58
N 0.90 4.63 -1.24  0.12
C 2.09 4.63 -1.88  -0.33
C 3.23 4.00 -1.37  -0.71
C 3.19 3.15 -0.27  0.57
C 1.91 3.21 0.35  -0.22
C 0.86 4.00 -0.08  -0.33
C 4.28 2.30 0.15  0.74
C 5.58 2.91 0.18  -0.66
C 6.64 2.06 0.60  -0.56
N 6.43 0.75 0.94  0.03
C 5.19 0.19 0.90  -0.43
C 4.10 0.96 0.52  -0.72
C 7.60 -0.03 1.26  -0.87
H -0.56 6.21 -1.06  0.41
H -1.20 4.86 -1.84  -0.05
H -0.08 5.83 -2.76  0.34
H 2.23 5.22 -2.77  0.44
H 4.13 4.10 -1.95  0.50
H 1.74 2.56 1.19  0.41
H -0.12 3.99 0.38  0.46
H 5.66 3.98 0.01  0.59
H 7.67 2.38 0.46  0.50
H 5.17 -0.85 1.16  0.49
H 3.11 0.51 0.47  0.72
H 8.25 -0.09 0.39  0.41
H 7.34 -1.06 1.50  0.28
H 8.15 0.43 2.08  0.37
Cl 0.26 0.01 -0.27  -0.72

## Properties
**Charge**: +7
**DFT total energy**: -2757.92573 a.u.
**Orbital gap**: 0.2715 Ha
**Molecular weight**: 780.5 g mol⁻¹
**Energy above the lowest of the compared OMol25 structures with the same formula, charge and spin**: 219.42 kcal per mole
**2S+1**: 1


No. 2
# CH8N4P

An isolated ion of composition CH8N4P and charge +1 in a non-equilibrium geometry (ωB97M-V/def2-TZVPD, the Open Molecules 2025 dataset).

Each line ends with the Mulliken charge.
Atoms and positions in Å:
N 1.78 0.60 -0.53  -0.55
N 1.31 -0.29 0.57  0.00
N 0.33 -1.17 0.24  -0.70
C -1.24 -0.40 0.01  0.36
N -2.09 -1.35 -0.14  -0.23
P -1.30 1.36 0.26  -0.12
H 2.51 0.21 -1.13  0.30
H 2.17 1.38 -0.05  0.27
H 1.31 0.41 1.41  0.39
H 2.20 -0.79 0.93  0.38
H -1.74 -2.22 0.22  0.30
H -2.90 -1.12 -0.69  0.29
H -2.33 1.63 -0.64  0.10
H -0.02 1.76 -0.46  0.21

## Properties
**SMILES**: N[NH2+]/N=C(/N)P
**Charge**: +1
**DFT total energy**: -602.82393 a.u.
**Orbital gap**: 0.3288 Ha
**Molecular weight**: 107.1 g mol⁻¹
**Energy above the lowest of the compared OMol25 structures with the same formula, charge and spin**: 154.12 kcal per mole
**2S+1**: 1


No. 3
# C8H24BF4KO4

C8H24BF4KO4 as an isolated structure (ωB97M-V/def2-TZVPD, the Open Molecules 2025 dataset).

Each line ends with the Mulliken charge.
Atoms and positions in Å:
K 0.72 -0.03 0.75  0.85
B -2.42 1.44 -1.46  0.31
F -1.57 0.47 -0.84  -0.20
F -3.52 0.81 -2.00  -0.33
F -2.79 2.34 -0.41  -0.46
F -1.68 2.15 -2.42  -0.39
C 1.51 -3.95 -1.64  -1.02
C 0.12 -3.68 -1.17  -0.25
O -0.03 -2.30 -0.82  -0.27
H 2.24 -3.76 -0.85  0.25
H 1.75 -3.29 -2.47  0.25
H 1.61 -4.98 -1.98  0.36
H -0.14 -4.29 -0.29  0.20
H -0.62 -3.96 -1.93  0.35
H -0.76 -1.92 -1.32  0.17
C 1.38 1.59 -3.24  -0.81
C 2.52 1.58 -2.23  0.01
O 2.55 0.32 -1.52  -0.40
H 0.44 1.38 -2.73  0.04
H 1.53 0.84 -4.02  0.33
H 1.29 2.58 -3.69  0.32
H 2.33 2.37 -1.50  -0.03
H 3.48 1.71 -2.74  0.39
H 3.44 -0.02 -1.57  0.24
C -2.30 -2.52 4.11  -1.15
C -1.56 -2.44 2.79  -0.04
O -0.41 -1.57 2.91  -0.47
H -2.53 -1.51 4.44  0.30
H -1.65 -2.95 4.88  0.34
H -3.20 -3.13 4.04  0.34
H -2.19 -1.97 2.05  0.26
H -1.23 -3.43 2.46  0.23
H 0.17 -2.00 3.55  0.23
C 1.08 4.18 1.38  -1.05
C -0.37 3.84 1.18  -0.17
O -0.52 2.41 1.08  -0.46
H 1.64 4.02 0.46  0.18
H 1.53 3.68 2.24  0.26
H 1.19 5.25 1.61  0.37
H -0.75 4.30 0.27  0.30
H -0.95 4.20 2.04  0.28
H -1.36 2.27 0.61  0.33

## Properties
**DFT total energy**: -1644.69353 a.u.
**Orbital gap**: 0.3544 Ha
**Molecular weight**: 310.2 g mol⁻¹
**Energy above the lowest of the compared OMol25 structures with the same formula, charge and spin**: 0.00 kcal per mole
**2S+1**: 1


No. 4
# C13H19N2

An isolated ion of composition C13H19N2 and charge +1 in a non-equilibrium geometry (ωB97M-V/def2-TZVPD, the Open Molecules 2025 dataset).

Each line ends with the Mulliken charge.
Atoms and positions in Å:
C 2.04 -1.47 -2.59  -0.75
C 2.62 -1.96 -1.43  -0.77
C 0.82 -0.84 -2.49  -0.96
C 2.00 -1.79 -0.23  -0.85
C 0.25 -0.46 -1.23  0.91
C 0.83 -1.02 -0.08  0.54
C -0.80 1.96 -0.97  -0.94
C -1.07 2.27 0.48  -0.73
C -0.80 -0.01 1.19  -1.62
C -0.86 0.48 -1.23  1.52
C -1.99 -0.04 -2.02  -2.03
C 0.17 -1.95 2.06  -1.05
C -0.21 1.68 2.76  -0.67
N 0.22 -0.88 1.16  0.41
N -0.28 1.40 1.40  0.23
H 2.49 -1.42 -3.51  0.49
H 3.56 -2.56 -1.55  0.34
H 0.34 -0.52 -3.39  0.39
H 2.54 -2.06 0.68  0.38
H -1.45 2.47 -1.70  0.48
H 0.20 2.29 -1.28  0.37
H -0.62 3.24 0.69  0.46
H -2.04 2.28 0.85  0.45
H -1.55 -0.13 1.91  0.65
H -1.92 0.46 -2.95  0.50
H -2.99 -0.02 -1.60  0.37
H -1.94 -1.06 -2.08  0.53
H 0.39 -1.62 3.15  0.23
H -0.85 -2.46 1.99  0.35
H 0.91 -2.70 1.82  0.41
H -0.03 0.73 3.22  0.27
H 0.55 2.48 3.06  0.29
H -1.25 1.95 3.01  0.34
H 0.71 1.28 0.89  0.46

## Properties
**Charge**: +1
**DFT total energy**: -615.89018 a.u.
**Orbital gap (spin up / spin down)**: 0.2913 / 0.2913 Ha
**Molecular weight**: 203.3 g mol⁻¹
**Energy above the lowest of the compared OMol25 structures with the same formula, charge and spin**: 94.15 kcal per mole
**2S+1**: 1


No. 5
# C31H23BrN10O3ReS

C31H23BrN10O3ReS as an isolated structure (ωB97M-V/def2-TZVPD, the Open Molecules 2025 dataset).

Each line ends with the Mulliken charge.
Atoms and positions in Å:
Re -0.35 -0.16 -0.01  1.56
Br 0.83 3.20 -0.37  0.02
C -0.35 2.85 1.03  0.36
C -0.80 3.88 1.84  -0.65
C -1.65 3.58 2.88  -0.38
C -2.04 2.26 3.11  -0.67
C -1.57 1.30 2.25  0.78
N -0.73 1.58 1.23  0.17
C -1.94 -0.15 2.38  0.10
O -2.36 -0.63 3.39  -0.54
O -1.69 -0.84 1.25  -0.76
H -0.47 4.89 1.64  0.46
H -2.01 4.37 3.53  0.47
H -2.70 1.97 3.91  0.56
C 2.06 -2.33 4.60  -0.83
N 1.82 -1.48 3.42  0.83
C 0.86 -1.60 2.53  -0.42
N 1.05 -0.69 1.56  -0.05
C 2.17 -0.01 1.97  -0.55
N 2.65 -0.46 3.09  -1.04
C 1.92 -3.80 4.24  0.65
C 1.40 -4.69 5.17  -1.04
C 1.28 -6.04 4.84  -0.74
C 1.63 -6.49 3.58  -0.93
C 2.14 -5.59 2.65  -0.06
C 2.31 -4.26 3.00  0.09
C 2.45 -6.03 1.29  0.59
N 2.36 -7.19 0.76  -0.48
N 2.71 -7.03 -0.59  -0.47
C 2.98 -5.78 -0.75  0.51
O 2.83 -5.07 0.40  -0.12
C 3.35 -5.05 -1.96  -0.18
C 3.41 -5.70 -3.19  -1.00
C 3.73 -4.98 -4.33  -0.79
C 3.98 -3.61 -4.25  -0.82
C 3.93 -2.96 -3.02  1.13
C 4.20 -1.49 -2.93  -1.24
N 3.01 -0.74 -2.48  1.01
C 2.42 -0.74 -1.30  -0.35
N 1.31 0.01 -1.36  0.00
C 1.29 0.44 -2.66  -0.57
N 2.30 0.02 -3.36  -0.90
C 3.63 -3.69 -1.88  0.06
H 1.36 -2.05 5.38  0.45
H 3.07 -2.08 4.93  0.35
H 0.07 -2.34 2.57  0.60
H 2.60 0.82 1.43  0.48
H 1.09 -4.35 6.15  0.46
H 0.88 -6.73 5.57  0.43
H 1.50 -7.53 3.31  0.56
H 2.75 -3.59 2.27  0.83
H 3.21 -6.76 -3.24  0.58
H 3.79 -5.48 -5.28  0.44
H 4.22 -3.06 -5.15  0.42
H 4.44 -1.07 -3.90  0.40
H 5.02 -1.25 -2.24  0.31
H 2.79 -1.26 -0.44  0.57
H 0.52 1.08 -3.06  0.57
H 3.64 -3.23 -0.90  0.71
S -1.90 0.60 -1.64  -0.43
C -1.83 -1.11 -2.06  0.74
C -2.56 -1.82 -3.00  -0.77
C -2.32 -3.17 -3.11  -0.11
C -1.37 -3.80 -2.30  -0.90
C -0.68 -3.05 -1.38  -0.43
N -0.91 -1.73 -1.29  -0.21
H -3.30 -1.31 -3.61  0.49
H -2.87 -3.76 -3.84  0.43
H -1.18 -4.86 -2.38  0.51
H 0.06 -3.47 -0.72  0.75

## Properties
**Charge**: +2
**DFT total energy**: -5018.47726 a.u.
**Orbital gap (spin up / spin down)**: 0.2677 / 0.2102 Ha
**Molecular weight**: 881.8 g mol⁻¹
**2S+1**: 4